Molecular formula: C4H8O2
Method: DFT, wB97M-V/def2-TZVPD

* electronic energy: -307.60498 a.u.
* relative energy (zero: lowest compared OMol25 entry of this formula, charge and spin): 2.9238 eV
* orbital gap: 10.57 eV
* HOMO: -0.3684 hartree
* LUMO level: 0.5453 eV

```
! RIJCOSX wB97M-V def2-TZVPD def2/J DEFGRID3
* xyz 0 1
C 0.593 0.522 -0.432
C 0.498 -0.929 -0.111
O 0.635 -1.377 1.003
C -0.900 0.932 -0.153
C -1.925 -0.072 0.417
O -3.056 -0.116 -0.009
H 3.064 -0.575 0.057
H 0.883 0.711 -1.475
H 1.295 1.051 0.221
H 0.111 -1.548 -0.947
H 2.706 -0.884 0.629
H -1.362 1.326 -1.057
H -0.863 1.712 0.615
H -1.625 -0.701 1.279
*
```

---

Molecular formula: C3INS
Method: DFT, wB97M-V/def2-TZVPD

* electronic energy: -864.65952 a.u.
* relative energy (zero: lowest compared OMol25 entry of this formula, charge and spin): 3.9072 eV
* orbital gap: 6.97 eV
* HOMO: -0.3228 hartree
* LUMO level: -1.8157 eV

```
! RIJCOSX wB97M-V def2-TZVPD def2/J DEFGRID3
* xyz 0 1
C 0.276 0.490 -0.918
C -0.061 1.194 0.123
C 0.118 -0.806 -0.773
N -0.282 -0.961 1.264
S 0.001 0.415 1.740
I -0.970 -2.212 -1.759
*
```